# C16H13F3N4

C16H13F3N4 in the gas phase at a distorted geometry (the ωB97M-V functional and the def2-TZVPD basis, the OMol25 dataset).

Its SMILES is Cc1nccn1Cc1cc(-c2ccc(F)c(C(F)F)c2)cnn1. As for the maximum force: 0.0947 hartree/bohr. As for the LUMO energy: -0.449 eV. The frontier orbital gap comes out at 7.963 eV. For the relative energy (zero: lowest compared OMol25 entry of this formula, charge and spin), the calculation gives 22.8 kJ/mol. For the calculated total energy, the calculation gives -30912.6981 eV. As for the HOMO energy: -8.41 eV.

```
! wB97M-V def2-TZVPD RIJCOSX def2/J DEFGRID3
* xyz 0 1
C -4.09 -0.23 1.59
C -3.98 1.25 1.73
N -5.02 1.94 1.67
C -4.55 3.24 1.89
C -3.19 3.27 2.15
N -2.79 1.97 1.75
C -1.46 1.32 1.58
C -0.85 1.32 0.30
C 0.16 0.35 0.09
C 0.77 0.14 -1.19
C 1.83 -0.82 -1.51
C 2.25 -1.08 -2.81
C 3.17 -2.04 -3.14
C 3.78 -2.62 -2.06
F 4.73 -3.40 -2.43
C 3.61 -2.27 -0.69
C 4.43 -2.72 0.42
F 4.92 -1.63 0.90
F 3.74 -3.33 1.35
C 2.53 -1.44 -0.50
C 0.26 1.01 -2.14
N -0.67 1.95 -1.89
N -1.26 2.11 -0.66
H -5.13 -0.55 1.49
H -3.63 -0.57 0.61
H -3.62 -0.74 2.49
H -5.20 4.14 2.08
H -2.56 4.09 2.41
H -1.61 0.30 1.82
H -0.70 1.73 2.23
H 0.52 -0.19 0.99
H 1.87 -0.63 -3.74
H 3.47 -2.25 -4.20
H 5.26 -3.39 0.12
H 2.34 -1.25 0.51
H 0.63 0.97 -3.23
*
```

Atom charges from the natural (NBO) analysis, given in e for atoms 1 to 6: -0.6607, 0.3743, -0.4626, -0.0893, -0.1044, -0.3600

# C16H13IN3O2PbS3

A molecular structure, C16H13IN3O2PbS3 (the ωB97M-V functional and the def2-TZVPD basis, the OMol25 dataset).

As for the maximum force: 0.0085 hartree/bohr. As for the LUMO energy: 2.245 eV. The frontier orbital gap comes out at 6.938 eV. For the relative energy (zero: lowest compared OMol25 entry of this formula, charge and spin), the calculation gives 0.0 kJ/mol. For the calculated total energy, the calculation gives -71224.4156 eV. As for the HOMO energy: -4.69 eV.

```
! wB97M-V def2-TZVPD RIJCOSX def2/J DEFGRID3
* xyz -1 1
Pb 1.15 2.53 0.34
C 3.22 0.61 -3.78
C 2.22 -0.33 -3.19
N 1.80 -1.35 -3.89
C 0.87 -2.18 -3.36
C 0.36 -2.03 -2.10
C -0.65 -3.04 -1.61
O -0.15 -3.87 -0.56
C 0.81 -0.95 -1.29
C 0.28 -0.81 0.03
N 0.46 0.17 0.86
C -0.27 0.06 2.07
C -1.66 -0.09 2.04
C -2.39 -0.14 3.21
C -1.75 -0.03 4.43
C -0.37 0.12 4.48
C 0.36 0.17 3.30
I 2.42 0.44 3.40
C 1.76 -0.05 -1.83
O 2.26 0.94 -1.21
H 3.47 0.28 -4.79
H 4.12 0.65 -3.17
H 2.81 1.62 -3.81
H 0.54 -3.00 -3.99
H -0.97 -3.65 -2.46
H -1.54 -2.55 -1.22
H 0.77 -4.06 -0.76
H -0.33 -1.64 0.37
H -2.15 -0.11 1.07
H -3.47 -0.23 3.16
H -2.31 -0.06 5.36
H 0.14 0.22 5.43
S -3.44 3.38 -2.01
C -2.14 3.10 -1.03
S -2.37 3.54 0.66
S -0.66 2.43 -1.63
N -0.75 3.23 2.76
C -0.89 3.01 1.51
H -1.56 3.67 3.22
*
```

Atom charges from the natural (NBO) analysis, given in e for atoms 1 to 6: 1.0870, -0.6444, 0.1622, -0.4167, -0.0618, -0.0409

# C16H14B3F4N2O4V

A molecular structure, C16H14B3F4N2O4V at a distorted geometry (the ωB97M-V functional and the def2-TZVPD basis, the OMol25 dataset).

As for the maximum force: 0.0228 hartree/bohr. As for the LUMO energy: -9.507 eV. The frontier orbital gap comes out at 5.164 eV. For the relative energy (zero: lowest compared OMol25 entry of this formula, charge and spin), the calculation gives 115.9 kJ/mol. For the calculated total energy, the calculation gives -66567.4198 eV. As for the HOMO energy: -14.67 eV.

```
! wB97M-V def2-TZVPD RIJCOSX def2/J DEFGRID3
* xyz 2 1
V -1.27 0.80 0.70
C -0.88 2.34 -2.74
C -0.65 2.99 -1.42
N -0.72 2.43 -0.18
C -0.41 3.46 0.76
C -0.16 4.58 0.08
N -0.31 4.25 -1.27
H -1.61 1.55 -2.66
H 0.05 1.93 -3.11
H -1.24 3.08 -3.45
H -0.42 3.30 1.82
H 0.09 5.58 0.41
H -0.19 4.89 -2.04
F -1.74 -1.34 2.84
B -3.03 -1.62 3.09
F -2.33 1.22 1.92
F -3.90 -1.35 2.13
F -3.38 -2.19 4.20
O 0.80 0.50 2.94
B 0.44 0.21 1.67
O 1.39 -0.42 0.92
C 2.46 -0.56 1.82
C 3.69 -1.14 1.60
C 4.55 -1.11 2.68
C 4.19 -0.54 3.91
C 2.95 0.03 4.11
C 2.10 -0.01 3.03
H 3.95 -1.58 0.65
H 5.54 -1.54 2.57
H 4.91 -0.55 4.72
H 2.66 0.47 5.06
O -2.35 -2.03 -0.58
B -1.68 -0.91 -0.30
O -0.82 -0.44 -1.27
C -0.97 -1.40 -2.30
C -0.35 -1.44 -3.52
C -0.73 -2.51 -4.33
C -1.66 -3.46 -3.91
C -2.27 -3.40 -2.66
C -1.89 -2.34 -1.87
H 0.38 -0.71 -3.83
H -0.28 -2.61 -5.31
H -1.93 -4.27 -4.57
H -2.98 -4.14 -2.31
*
```

Atom charges from the natural (NBO) analysis, given in e for atoms 1 to 6: 1.1982, -0.6746, 0.4923, -0.5730, -0.0864, -0.0241

# C16H14BBeF5N6

A molecular structure, C16H14BBeF5N6 at a distorted geometry (the ωB97M-V functional and the def2-TZVPD basis, the OMol25 dataset).

As for the maximum force: 0.1129 hartree/bohr. As for the LUMO energy: 0.191 eV. The frontier orbital gap comes out at 8.729 eV. For the calculated total energy, the calculation gives -40424.6267 eV. As for the HOMO energy: -8.54 eV.

```
! wB97M-V def2-TZVPD RIJCOSX def2/J DEFGRID3
* xyz 0 1
H 0.95 -1.05 2.58
N -0.56 -1.16 1.11
B -2.45 -1.76 -0.37
N -1.59 -2.04 0.90
C -1.65 -2.96 1.88
Be 0.16 0.61 -1.55
H -2.43 -3.70 1.88
C -0.58 -2.70 2.75
H -0.29 -3.26 3.61
C 0.07 -1.57 2.22
H -3.29 -2.59 -0.53
C 1.12 1.37 -2.76
H 2.12 0.92 -2.80
H 1.27 2.42 -2.43
H 0.68 1.40 -3.77
N -1.41 -1.70 -1.57
N -3.07 -0.36 -0.17
N -0.41 -0.74 -1.88
N -2.18 0.65 -0.21
C -1.26 -2.75 -2.40
C -4.30 0.14 -0.10
H -1.93 -3.60 -2.32
H -5.15 -0.52 -0.07
C -0.17 -2.54 -3.23
C -4.19 1.54 -0.10
C 0.34 -1.30 -2.88
C -2.84 1.83 -0.22
H 0.23 -3.20 -3.97
H -4.99 2.25 -0.07
H 1.20 -0.81 -3.33
H -2.31 2.76 -0.34
H -1.22 0.39 0.03
F -0.52 2.17 1.19
C 0.77 1.74 0.99
C 1.09 0.88 -0.04
C 2.31 0.24 0.11
F 2.59 -0.89 -0.60
C 3.27 0.60 1.07
F 4.47 0.01 1.09
C 2.95 1.58 2.01
F 3.85 1.96 2.92
C 1.66 2.10 2.01
F 1.27 2.92 3.01
*
```

Atom charges from the natural (NBO) analysis, given in e for atoms 1 to 6: 0.2181, -0.3404, 0.5476, -0.3481, -0.0223, 1.5838

# C16H14BeN2O2SbSe4

A molecular structure, C16H14BeN2O2SbSe4 (the ωB97M-V functional and the def2-TZVPD basis, the OMol25 dataset).

As for the maximum force: 0.0098 hartree/bohr. As for the LUMO energy: 1.995 eV. The frontier orbital gap comes out at 6.165 eV. For the calculated total energy, the calculation gives -292225.0466 eV. As for the HOMO energy: -4.17 eV.

```
! wB97M-V def2-TZVPD RIJCOSX def2/J DEFGRID3
* xyz -1 1
Be 0.31 0.62 0.07
O 0.89 -0.64 -0.68
C -0.03 -1.49 -1.18
C 0.51 -2.81 -1.59
C 0.07 -3.49 -2.64
C -1.02 -2.98 -3.50
C -1.37 -1.57 -3.27
C -0.95 -0.88 -2.20
C -1.29 0.51 -2.08
N -0.90 1.22 -1.09
C -0.90 2.67 -1.18
C 0.57 3.06 -0.98
N 1.04 2.23 0.11
C 1.57 2.73 1.16
C 1.71 1.99 2.38
C 2.48 2.49 3.45
C 2.52 1.84 4.65
C 1.75 0.68 4.83
C 0.96 0.19 3.82
C 0.91 0.82 2.56
O 0.14 0.37 1.63
H 1.29 -3.19 -0.94
H 0.45 -4.48 -2.86
H -0.86 -3.19 -4.56
H -2.05 -1.10 -3.98
H -1.79 0.98 -2.92
H -1.52 3.09 -0.38
H -1.27 3.03 -2.14
H 0.68 4.13 -0.76
H 1.13 2.82 -1.89
H 1.87 3.78 1.17
H 3.06 3.39 3.29
H 3.13 2.22 5.46
H 1.78 0.16 5.78
H 0.36 -0.71 3.95
Se -2.65 -5.94 0.30
Sb -3.10 -3.74 -0.58
Se -5.31 -2.79 -0.40
Se -2.75 -3.98 -3.20
Se -1.41 -2.05 0.37
*
```

Atom charges from the natural (NBO) analysis, given in e for atoms 1 to 6: 1.6872, -0.9860, 0.2502, -0.2134, -0.2145, -0.4139

# C16H14CrF9IN2O

A molecular structure, C16H14CrF9IN2O at a distorted geometry (the ωB97M-V functional and the def2-TZVPD basis, the OMol25 dataset).

As for the maximum force: 0.0569 hartree/bohr. As for the LUMO energy (spin up / spin down): -1.052 / -1.224 eV. The frontier orbital gap (spin up / spin down) comes out at 6.374 / 7.262 eV. For the relative energy (zero: lowest compared OMol25 entry of this formula, charge and spin), the calculation gives 0.0 kJ/mol. For the calculated total energy, the calculation gives -82828.8490 eV. As for the HOMO energy (spin up / spin down): -7.43 / -8.49 eV.

```
! wB97M-V def2-TZVPD RIJCOSX def2/J DEFGRID3
* xyz 0 5
C -3.27 -0.60 2.21
C -3.94 -0.02 0.95
H -3.13 -1.68 2.15
H -3.89 -0.35 3.08
H -2.29 -0.15 2.37
H -3.45 -0.37 0.02
H -5.00 -0.34 0.94
H -3.93 1.08 0.99
C 1.47 -2.43 0.78
C 2.65 -3.15 0.60
C 3.22 -3.22 -0.67
C 2.64 -2.48 -1.71
H 0.96 -2.34 1.73
H 3.11 -3.66 1.45
H 4.09 -3.83 -0.88
H 3.04 -2.43 -2.72
N 0.88 -1.78 -0.25
C 1.46 -1.78 -1.48
C 0.82 -0.87 -2.42
N -0.26 -0.22 -1.89
C -0.70 0.91 -2.50
C 0.72 0.51 -4.38
C -0.27 1.27 -3.77
H -1.40 1.54 -1.95
H -0.72 2.15 -4.24
C 1.32 -0.52 -3.68
H 2.19 -1.06 -4.04
H 1.04 0.74 -5.40
Cr -0.95 -0.92 -0.10
I -2.33 -3.05 -0.21
F 0.30 3.08 -0.44
C -0.04 3.11 0.87
F 0.65 4.12 1.47
F -1.36 3.43 0.92
C 0.25 1.69 1.50
O -0.28 0.72 0.74
C 1.82 1.60 1.70
F 2.22 2.26 2.81
F 2.20 0.31 1.83
F 2.49 2.10 0.63
C -0.40 1.68 2.92
F -0.17 2.76 3.70
F -1.75 1.62 2.76
F -0.02 0.57 3.61
*
```

Atom charges from the natural (NBO) analysis, given in e for atoms 1 to 6: -0.6293, -0.5974, 0.2155, 0.2087, 0.2050, 0.1730